No. 1
63
Properties=species:S:1:pos:R:3:forces:R:3 method="wB97M-V/def2-TZVPD" charge=-1 homo_ev=-3.5 lumo_ha=0.07362 e_above_lowest_kcal_mol=20.8
C -2.1262 0.0575 5.7714 -0.819 0.724 -0.039
C -2.9492 0.3960 4.4871 1.204 -0.364 0.448
P -2.7265 -0.9049 3.1196 -1.050 -1.013 0.873
C -1.1078 -1.7159 3.6129 0.094 0.614 0.269
B -2.5313 0.0786 1.4391 0.873 1.299 -0.312
C -3.3027 1.5358 1.5349 -0.353 -0.350 0.518
O -1.0730 0.0560 1.1842 0.048 -0.309 -0.542
C -0.7721 -0.0387 -0.2093 0.353 -0.790 1.800
C 0.5500 -0.8956 -0.1934 -0.227 0.417 -0.775
C 1.5212 -0.6635 -1.3671 0.937 -1.023 0.579
O 1.9518 -1.9751 -1.8507 0.113 0.449 -0.006
P -0.1914 1.7100 -0.5664 2.099 0.608 -1.508
C 0.1403 2.6557 1.0072 -1.765 0.041 -0.405
C -1.2301 2.8125 -1.6114 -1.001 0.313 -0.102
C -2.0692 -0.7247 -0.8315 -1.275 1.006 2.623
C -2.6958 -0.2712 -2.1552 0.279 -0.438 -1.534
C -2.5152 -1.1896 -3.3964 -0.008 0.032 -0.468
C -1.0663 -1.2107 -3.9090 -0.990 -1.250 0.220
O -0.5124 -0.2056 -4.1807 1.056 2.107 -0.163
O -0.4155 -2.3692 -4.1211 -0.740 -0.434 -0.451
S -2.2023 -2.6118 -0.7332 0.597 -0.652 -0.625
O -3.5547 -2.9634 -0.9899 -0.660 0.124 0.120
O -1.2140 -3.3037 -1.5022 0.477 -0.108 0.035
F -1.9467 -3.0413 0.7848 0.061 0.776 -0.704
O -3.0313 -0.4779 0.1509 -0.572 -0.358 -0.643
H -1.0547 0.2255 5.6240 -0.183 -0.381 0.006
H -2.3537 -0.9462 6.1484 0.296 0.119 -0.125
H -2.4437 0.7749 6.5502 0.160 -0.270 -0.099
H -2.5847 1.3857 4.1751 -0.439 -0.164 -0.083
H -3.9988 0.4414 4.8027 0.162 0.135 -0.431
H -0.7195 -2.3899 2.8437 -0.258 0.203 0.038
H -0.3323 -0.9716 3.8515 -0.056 -0.224 -0.254
H -1.2881 -2.2915 4.5313 0.052 0.022 -0.305
H -2.7740 2.2974 2.1283 -0.103 -0.036 -0.363
H -4.2657 1.3811 2.0634 0.241 0.088 -0.201
H -3.5751 1.8778 0.5233 0.303 0.233 0.288
H 1.0171 -0.6284 0.7623 -0.021 0.013 -0.315
H 0.3600 -1.9752 -0.1427 -0.203 0.291 -0.057
H 2.4443 -0.2090 -0.9457 -0.706 0.369 -0.532
H 1.1191 -0.1064 -2.2183 -0.017 0.123 0.397
H 2.7291 -1.7719 -2.3863 -0.213 -0.321 0.003
H 0.4439 3.6546 0.6594 0.296 -0.396 0.025
H -0.8004 2.8108 1.5552 0.444 -0.208 0.275
H 0.9060 2.1723 1.6136 -0.149 0.068 -0.157
H -2.3199 2.6375 -1.6149 0.308 0.106 0.266
H -1.0733 3.8501 -1.2780 0.003 -0.317 0.050
H -0.9099 2.7818 -2.6628 0.080 -0.231 0.342
H -2.3258 0.6964 -2.5190 0.359 -0.242 0.647
H -3.7697 -0.1058 -2.0153 0.267 -0.404 0.344
H -2.9709 -2.1809 -3.3053 0.235 0.139 0.260
H -3.0637 -0.6799 -4.2060 0.142 -0.180 0.176
H -1.0553 -3.0972 -4.1493 0.279 0.030 0.569
C 6.1830 -0.1930 -2.3223 -0.266 0.183 -0.413
C 7.1722 0.9289 -2.0818 0.413 -0.280 0.077
O 6.5760 1.7241 -1.0550 -0.395 -0.181 -0.095
S 5.7204 0.7732 -0.0726 0.094 -0.115 -0.377
O 6.5173 0.4644 1.0590 -0.119 -0.047 0.128
O 4.4152 1.3047 0.0354 0.034 0.152 0.228
O 5.6783 -0.5233 -1.0267 0.374 0.241 0.219
H 5.3464 0.1410 -2.9408 0.039 0.013 -0.020
H 6.6469 -1.0635 -2.7808 -0.049 -0.103 0.217
H 7.3500 1.5265 -2.9725 -0.137 0.180 0.128
H 8.1240 0.5448 -1.7055 -0.003 -0.030 -0.064

No. 2
45
Properties=species:S:1:pos:R:3:forces:R:3 method="wB97M-V/def2-TZVPD" charge=-2 homo_ev=-1.7 lumo_ha=0.13718 e_above_lowest_kcal_mol=7.2
Y 1.5672 0.8370 -0.1603 0.041 0.180 0.126
O 4.6002 -1.3147 -0.8819 0.129 -0.096 -0.076
S 3.5115 -0.7041 -1.6042 -0.461 0.322 0.117
O 3.4979 -0.9054 -3.0340 0.122 -0.074 -0.075
O 2.1639 -1.1624 -1.0019 0.208 0.130 -0.069
O 3.4481 0.8087 -1.2874 0.003 -0.351 -0.067
Se 2.9811 0.0452 2.3395 0.043 -0.069 -0.145
Se 1.7628 1.0095 4.0669 -0.167 -0.018 0.189
Se 1.4423 3.1924 3.3342 -0.023 0.121 -0.064
Se 0.2271 2.9836 1.3334 0.046 -0.052 0.042
C -2.3101 -4.0862 2.1082 -0.040 -0.002 0.038
C -2.3125 -4.7764 0.7522 -0.083 -0.020 0.019
S -1.4495 -3.9401 -0.5906 0.071 0.062 -0.074
C 0.1970 -3.5808 0.0792 0.017 -0.003 0.010
C 0.3724 -2.4047 1.0462 -0.031 -0.066 0.102
S -0.6312 -0.9583 0.6020 0.115 -0.115 -0.066
C -1.2818 -0.4019 2.1910 -0.039 -0.020 -0.030
C -2.0584 -1.4280 3.0162 0.044 -0.012 -0.006
S -3.2303 -2.5161 2.1441 0.056 0.029 0.039
H -1.2880 -3.8882 2.4167 -0.025 -0.033 0.048
H -2.7412 -4.7695 2.8441 -0.046 0.038 0.005
H -3.3378 -4.8585 0.3815 -0.002 -0.061 0.027
H -1.9393 -5.7972 0.8853 0.078 0.042 -0.036
H 0.8033 -3.3730 -0.8047 -0.049 0.004 -0.018
H 0.5995 -4.4863 0.5405 0.035 0.004 -0.028
H 1.4203 -2.1089 1.0401 0.002 -0.034 -0.017
H 0.1364 -2.6756 2.0729 -0.040 0.049 -0.018
H -1.9148 0.4412 1.9123 -0.007 0.000 0.024
H -0.4757 0.0022 2.8066 0.019 0.031 -0.016
H -2.6274 -0.8776 3.7666 -0.029 -0.031 0.007
H -1.3795 -2.0762 3.5713 0.014 0.025 -0.011
Cl 0.1137 7.3798 -3.2253 0.001 -0.002 -0.001
C 0.0822 5.6541 -2.8778 0.008 0.010 -0.009
C 1.0688 4.8298 -3.3917 0.000 -0.001 -0.005
C 1.0336 3.4723 -3.1241 -0.003 -0.007 0.039
C 0.0214 2.8882 -2.3346 0.006 -0.001 -0.076
C 0.0225 1.4681 -2.0215 0.010 0.033 0.074
C -0.9541 3.7712 -1.8305 -0.011 -0.007 -0.021
C -0.9289 5.1290 -2.0914 -0.004 -0.013 0.002
H 1.8625 5.2492 -3.9973 0.000 0.003 -0.001
H 1.8156 2.8324 -3.5182 0.006 0.005 -0.003
H -0.9724 1.0742 -1.8026 -0.004 0.018 0.015
H 0.5052 0.8675 -2.7994 -0.007 -0.023 0.015
H -1.7383 3.3722 -1.1965 -0.001 0.005 -0.002
H -1.6856 5.7822 -1.6755 -0.002 0.000 -0.003